# 1
{"formula": "C19H26N4O5S", "method": "ωB97M-V/def2-TZVPD", "elements": ["C", "H", "O", "C", "C", "C", "C", "C", "C", "O", "C", "H", "H", "H", "H", "N", "C", "O", "C", "C", "N", "S", "O", "O", "C", "C", "N", "N", "C", "C", "H", "H", "H", "H", "C", "H", "H", "H", "C", "C", "C", "H", "H", "H", "H", "H", "H", "H", "H", "H", "H", "H", "H", "H", "H"], "coordinates": [[-6.7863, -0.2987, 0.8891], [-6.4528, -0.3924, 1.8681], [-5.6588, -0.7527, -0.0201], [-4.5099, -0.3035, 0.0298], [-4.2252, 0.6142, 0.7407], [-3.0373, 1.2544, 0.9994], [-2.0708, 0.6981, 0.3053], [-2.3076, -0.2070, -0.8386], [-3.6075, -0.7652, -0.8701], [-3.6155, -1.8740, -1.6650], [-4.9613, -2.1928, -1.9683], [-5.4607, -2.8078, -1.2382], [-4.6635, -3.2975, -2.8860], [-5.5768, -1.5528, -2.3303], [-1.5373, -0.6484, -1.4952], [-0.7356, 1.2640, 0.2532], [-0.1078, 2.1843, 0.8516], [-0.7901, 3.0191, 1.6401], [1.4518, 2.6746, 0.4628], [2.1768, 1.4009, 1.0740], [3.0758, 0.9050, -0.1561], [2.4726, -0.2719, -0.8444], [1.1902, -0.1292, -1.2988], [3.4660, -0.4862, -1.8967], [2.7644, -1.5170, -0.0946], [4.0777, -2.1615, 0.5411], [3.7253, -3.3602, 1.4166], [2.4376, -3.1889, 1.5614], [1.7172, -2.4949, 0.9449], [0.3538, -2.3882, 0.8349], [0.0159, -2.0867, -0.3151], [-0.1593, -3.2799, 1.0360], [-0.0019, -1.4611, 1.3709], [4.3425, -3.9002, 1.8842], [5.3288, -1.8333, 0.1742], [6.0935, -2.4038, 0.2607], [5.7444, -0.9740, 0.6642], [5.3365, -1.3521, -0.5758], [3.9112, 1.9787, -0.6711], [2.9941, 3.2915, -1.0378], [1.6980, 2.8206, -0.7850], [0.9025, 3.8510, -0.9937], [1.2169, 2.0253, -1.5554], [3.2655, 3.2493, -2.1522], [3.2888, 4.0945, -0.6095], [4.8630, 2.1629, 0.0146], [4.4888, 1.3411, -1.4967], [2.9238, 1.4609, 1.8858], [1.6056, 0.5879, 1.1007], [1.5021, 3.5039, 1.1765], [-0.0206, 0.8134, -0.5332], [-2.7513, 2.2072, 1.5592], [-4.8214, 1.2713, 1.4353], [-6.9644, 0.6661, 0.6538], [-7.6078, -0.9585, 0.6988]], "charge": 0, "e_tot_ev": -47136.3979, "homo_energy_ev": -7.87, "e_lumo_ev": 0.070, "relative_energy_kcal_mol": 550.2}

# 2
{"formula": "ClFe2", "method": "ωB97M-V/def2-TZVPD", "elements": ["Fe", "Fe", "Cl"], "coordinates": [[17.4956, 2.5626, 5.0850], [14.4009, -0.4500, 4.7602], [16.4958, 0.5890, 4.9160]], "charge": 5, "e_tot_ev": -81194.6465, "spin_multiplicity": 11, "homo_energy_ev": [-42.21, -41.48], "s2": 30.01, "e_lumo_ev": [-29.637, -35.156], "relative_energy_kcal_mol": 0.0}

# 3
{"formula": "C23H50Cl3N3O8", "method": "ωB97M-V/def2-TZVPD", "elements": ["Cl", "C", "Cl", "Cl", "H", "C", "O", "C", "C", "O", "C", "H", "H", "H", "H", "H", "H", "H", "H", "H", "H", "C", "O", "C", "C", "O", "C", "H", "H", "H", "H", "H", "H", "H", "H", "H", "H", "C", "O", "C", "C", "O", "C", "H", "H", "H", "H", "H", "H", "H", "H", "H", "H", "C", "O", "C", "C", "O", "C", "H", "H", "H", "H", "H", "H", "H", "H", "H", "H", "C", "C", "N", "H", "H", "H", "C", "C", "N", "H", "H", "H", "C", "C", "N", "H", "H", "H"], "coordinates": [[-6.5437, -2.0636, 0.4925], [-4.8107, -1.8617, 0.2267], [-4.1230, -3.3843, -0.5031], [-3.9625, -1.4895, 1.7154], [-4.6340, -1.0884, -0.5030], [-2.2831, 6.2587, -1.5331], [-1.1471, 5.4308, -1.4147], [-1.3919, 4.0359, -1.3153], [-1.5481, 3.4030, -2.7280], [-2.8788, 3.6375, -3.2506], [-2.8674, 3.2789, -4.5957], [-3.0588, 5.8576, -2.1893], [-2.0324, 7.2520, -1.8919], [-2.6240, 6.4140, -0.4997], [-2.2664, 3.7565, -0.7580], [-0.5909, 3.5137, -0.7730], [-1.4178, 2.3172, -2.7175], [-0.7403, 3.8298, -3.3274], [-2.7973, 2.2137, -4.8162], [-2.0116, 3.8078, -5.0381], [-3.7531, 3.6386, -5.1308], [2.0102, 4.5703, 0.0929], [1.9255, 3.1213, -0.0547], [2.0777, 2.7663, -1.4193], [2.0907, 1.2514, -1.5841], [3.1717, 0.5767, -0.9665], [4.4281, 1.1263, -1.3773], [1.7581, 4.8055, 1.0971], [1.3437, 5.1517, -0.5526], [3.0094, 4.9625, -0.0652], [2.9828, 3.1382, -1.8463], [1.2929, 3.1581, -2.0728], [2.0094, 0.9436, -2.6450], [1.2225, 0.8802, -1.0668], [4.5897, 1.9976, -0.7437], [4.4016, 1.4405, -2.4220], [5.2300, 0.4175, -1.1759], [4.5380, -3.8639, 1.8216], [3.7968, -4.0073, 0.6564], [3.3300, -2.7863, 0.1731], [2.5129, -2.9857, -1.0966], [1.1826, -3.4172, -0.6901], [0.4191, -3.7690, -1.7922], [4.0398, -3.1883, 2.5663], [5.5500, -3.5197, 1.4934], [4.7290, -4.8322, 2.3063], [4.1824, -2.1195, 0.0422], [2.7520, -2.3061, 0.9512], [2.9478, -3.7690, -1.7352], [2.4891, -2.0684, -1.7112], [0.4085, -2.9094, -2.4685], [-0.6152, -3.9710, -1.4841], [0.8309, -4.5937, -2.3691], [-0.8947, -4.9490, 2.0192], [-0.9062, -3.8642, 2.8518], [-0.4841, -4.1792, 4.2164], [-0.9093, -3.0290, 5.0972], [-0.2579, -1.8704, 4.6629], [-0.6033, -0.7592, 5.4020], [-0.7780, -4.5916, 0.9894], [-1.8187, -5.5153, 2.0661], [-0.0992, -5.6370, 2.2366], [0.5867, -4.2785, 4.3061], [-0.9143, -5.1098, 4.6202], [-0.9198, -3.2664, 6.1695], [-1.9778, -2.8903, 4.8776], [-1.6844, -0.5229, 5.2449], [-0.0103, 0.0946, 5.1013], [-0.4840, -0.9248, 6.4502], [-1.9747, -0.3998, -3.6044], [-0.6618, 0.1138, -4.0127], [0.3644, 0.4965, -4.3142], [-2.0425, -1.4753, -3.6950], [-2.6240, -0.0415, -4.4061], [-2.3492, -0.0972, -2.6336], [-0.4117, 2.3857, 2.0516], [-1.8272, 2.3974, 1.8495], [-2.9724, 2.3421, 1.7860], [-0.2411, 3.2489, 2.6933], [0.1599, 2.5235, 1.1186], [-0.0170, 1.4897, 2.5224], [-0.2517, -1.3839, 1.2047], [-0.6871, -0.5746, 0.1192], [-1.0760, 0.0938, -0.7235], [0.0245, -2.3653, 0.8195], [-1.0310, -1.5240, 1.9514], [0.6191, -0.8963, 1.6519]], "charge": 0, "e_tot_ev": -83072.9497, "homo_energy_ev": -9.39, "e_lumo_ev": 0.582, "smiles": "ClC(Cl)Cl.COCCOC.COCCOC.COCCOC.COCCOC.CC#N.CC#N.CC#N"}

Please write out number 1 again, unchanged.
{"formula": "C19H26N4O5S", "method": "ωB97M-V/def2-TZVPD", "elements": ["C", "H", "O", "C", "C", "C", "C", "C", "C", "O", "C", "H", "H", "H", "H", "N", "C", "O", "C", "C", "N", "S", "O", "O", "C", "C", "N", "N", "C", "C", "H", "H", "H", "H", "C", "H", "H", "H", "C", "C", "C", "H", "H", "H", "H", "H", "H", "H", "H", "H", "H", "H", "H", "H", "H"], "coordinates": [[-6.7863, -0.2987, 0.8891], [-6.4528, -0.3924, 1.8681], [-5.6588, -0.7527, -0.0201], [-4.5099, -0.3035, 0.0298], [-4.2252, 0.6142, 0.7407], [-3.0373, 1.2544, 0.9994], [-2.0708, 0.6981, 0.3053], [-2.3076, -0.2070, -0.8386], [-3.6075, -0.7652, -0.8701], [-3.6155, -1.8740, -1.6650], [-4.9613, -2.1928, -1.9683], [-5.4607, -2.8078, -1.2382], [-4.6635, -3.2975, -2.8860], [-5.5768, -1.5528, -2.3303], [-1.5373, -0.6484, -1.4952], [-0.7356, 1.2640, 0.2532], [-0.1078, 2.1843, 0.8516], [-0.7901, 3.0191, 1.6401], [1.4518, 2.6746, 0.4628], [2.1768, 1.4009, 1.0740], [3.0758, 0.9050, -0.1561], [2.4726, -0.2719, -0.8444], [1.1902, -0.1292, -1.2988], [3.4660, -0.4862, -1.8967], [2.7644, -1.5170, -0.0946], [4.0777, -2.1615, 0.5411], [3.7253, -3.3602, 1.4166], [2.4376, -3.1889, 1.5614], [1.7172, -2.4949, 0.9449], [0.3538, -2.3882, 0.8349], [0.0159, -2.0867, -0.3151], [-0.1593, -3.2799, 1.0360], [-0.0019, -1.4611, 1.3709], [4.3425, -3.9002, 1.8842], [5.3288, -1.8333, 0.1742], [6.0935, -2.4038, 0.2607], [5.7444, -0.9740, 0.6642], [5.3365, -1.3521, -0.5758], [3.9112, 1.9787, -0.6711], [2.9941, 3.2915, -1.0378], [1.6980, 2.8206, -0.7850], [0.9025, 3.8510, -0.9937], [1.2169, 2.0253, -1.5554], [3.2655, 3.2493, -2.1522], [3.2888, 4.0945, -0.6095], [4.8630, 2.1629, 0.0146], [4.4888, 1.3411, -1.4967], [2.9238, 1.4609, 1.8858], [1.6056, 0.5879, 1.1007], [1.5021, 3.5039, 1.1765], [-0.0206, 0.8134, -0.5332], [-2.7513, 2.2072, 1.5592], [-4.8214, 1.2713, 1.4353], [-6.9644, 0.6661, 0.6538], [-7.6078, -0.9585, 0.6988]], "charge": 0, "e_tot_ev": -47136.3979, "homo_energy_ev": -7.87, "e_lumo_ev": 0.070, "relative_energy_kcal_mol": 550.2}